{"formula": "C11H18FN5O12S", "method": "ωB97M-V with the def2-TZVPD basis set", "homo_ev": -9.25, "smiles": "O=C(ONS(=O)(=O)F)c1ccccc1.C[N+](=O)[O-].C[N+](=O)[O-].C[N+](=O)[O-].C[N+](=O)[O-]", "max_force_ev_per_a": 9.15, "elements": ["O", "C", "O", "N", "S", "O", "O", "F", "C", "C", "C", "C", "C", "C", "H", "H", "H", "H", "H", "H", "C", "N", "O", "O", "H", "H", "H", "C", "N", "O", "O", "H", "H", "H", "C", "N", "O", "O", "H", "H", "H", "C", "N", "O", "O", "H", "H", "H"], "positions_angstrom": [[-0.38, -0.14, -0.28], [0.06, -1.31, 0.21], [0.49, -2.46, -0.63], [-0.21, -3.57, -0.33], [0.71, -4.74, 0.57], [2.12, -4.27, 1.01], [-0.09, -5.04, 1.90], [0.78, -6.21, -0.32], [0.20, -1.53, 1.86], [1.72, -1.34, 2.48], [1.90, -1.60, 4.10], [0.56, -2.02, 4.96], [-0.96, -2.20, 4.33], [-1.14, -1.93, 2.71], [-1.13, -3.36, 0.12], [2.58, -1.03, 1.75], [2.99, -1.50, 4.56], [0.68, -2.20, 6.11], [-1.91, -2.52, 4.96], [-2.15, -2.02, 2.13], [-3.90, 1.37, -0.46], [-4.00, 0.60, 0.81], [-4.48, -0.54, 0.74], [-3.61, 1.16, 1.84], [-4.28, 0.76, -1.27], [-4.49, 2.28, -0.34], [-2.84, 1.61, -0.61], [-0.88, 3.83, -0.50], [-1.90, 4.89, -0.33], [-1.53, 5.97, 0.14], [-3.06, 4.61, -0.68], [0.09, 4.22, -0.15], [-1.19, 2.97, 0.10], [-0.83, 3.58, -1.56], [0.05, 1.35, -4.56], [0.64, 2.66, -4.16], [1.73, 2.96, -4.65], [-0.02, 3.34, -3.36], [0.73, 0.86, -5.26], [-0.07, 0.75, -3.66], [-0.91, 1.56, -5.04], [3.59, -0.17, -1.80], [4.51, 0.28, -0.72], [5.72, 0.21, -0.94], [3.98, 0.70, 0.32], [4.19, -0.51, -2.65], [2.99, -0.99, -1.40], [2.97, 0.68, -2.08]]}

=====

{"formula": "C70H71BiN3OP2S2", "method": "ωB97M-V with the def2-TZVPD basis set", "homo_ev": -9.47, "e_above_lowest_kcal_mol": 0.0, "total_charge": 1, "max_force_ev_per_a": 0.54, "elements": ["Bi", "C", "C", "C", "C", "C", "H", "H", "H", "H", "H", "O", "S", "C", "C", "C", "C", "C", "C", "C", "C", "C", "C", "P", "C", "C", "C", "C", "C", "C", "C", "C", "C", "C", "C", "C", "C", "C", "C", "C", "C", "C", "C", "C", "C", "C", "C", "C", "P", "C", "C", "C", "C", "C", "C", "C", "C", "C", "C", "C", "C", "C", "C", "H", "H", "H", "H", "H", "H", "H", "H", "H", "H", "H", "H", "H", "H", "H", "H", "H", "H", "H", "H", "H", "H", "H", "H", "H", "H", "H", "H", "H", "H", "H", "H", "H", "H", "H", "H", "C", "C", "C", "C", "C", "C", "C", "C", "N", "C", "C", "C", "C", "H", "H", "H", "H", "H", "H", "H", "H", "H", "H", "H", "H", "H", "H", "H", "H", "H", "H", "C", "C", "N", "C", "S", "N", "C", "C", "H", "H", "H", "H", "H", "H", "H", "H", "H", "H", "H", "H"], "positions_angstrom": [[-1.37, 0.04, -0.10], [-3.22, -0.95, 2.17], [-2.85, -0.46, 3.38], [-2.74, 0.97, 3.30], [-3.02, 1.36, 2.03], [-3.29, 0.17, 1.21], [-3.43, -1.98, 1.93], [-2.69, -1.05, 4.28], [-2.49, 1.62, 4.12], [-3.05, 2.38, 1.65], [-4.10, 0.20, 0.48], [0.88, -2.64, -1.65], [1.57, -1.97, -0.48], [3.29, -2.52, -0.65], [3.78, -3.53, 0.14], [5.04, -4.13, -0.06], [5.79, -3.72, -1.12], [7.13, -4.18, -1.62], [7.40, -3.32, -2.88], [6.24, -2.35, -2.93], [6.01, -1.28, -3.74], [4.84, -0.53, -3.51], [3.89, -0.83, -2.57], [2.49, 0.35, -2.31], [1.78, 0.56, -4.00], [2.37, 1.27, -5.04], [1.70, 1.45, -6.24], [0.42, 0.95, -6.42], [-0.18, 0.24, -5.39], [0.51, 0.04, -4.20], [3.40, 1.92, -2.04], [4.42, 1.90, -1.08], [5.04, 3.08, -0.69], [4.65, 4.29, -1.24], [3.62, 4.32, -2.17], [2.99, 3.14, -2.56], [4.09, -1.98, -1.72], [5.31, -2.66, -1.92], [1.04, -2.87, 0.99], [0.57, -4.15, 0.79], [0.02, -4.93, 1.82], [-0.07, -4.38, 3.06], [-0.60, -4.94, 4.36], [-0.44, -3.79, 5.39], [0.24, -2.68, 4.62], [0.69, -1.45, 5.01], [1.33, -0.65, 4.06], [1.51, -1.00, 2.73], [2.55, 0.08, 1.63], [4.17, -0.07, 2.53], [4.50, 0.65, 3.68], [5.71, 0.44, 4.32], [6.62, -0.49, 3.81], [6.31, -1.20, 2.67], [5.09, -0.99, 2.03], [2.07, 1.80, 2.06], [0.81, 2.16, 2.53], [0.48, 3.49, 2.75], [1.41, 4.48, 2.48], [2.66, 4.14, 1.97], [2.98, 2.82, 1.75], [1.01, -2.26, 2.28], [0.41, -3.07, 3.28], [3.19, -3.89, 0.97], [5.37, -4.91, 0.62], [7.90, -4.02, -0.86], [7.12, -5.25, -1.84], [8.35, -2.81, -2.83], [7.42, -3.94, -3.78], [6.70, -0.99, -4.52], [4.70, 0.36, -4.12], [3.35, 1.72, -4.92], [2.18, 2.01, -7.04], [-0.11, 1.12, -7.34], [-1.19, -0.12, -5.49], [0.03, -0.51, -3.39], [4.73, 0.96, -0.64], [5.83, 3.05, 0.05], [5.14, 5.21, -0.95], [3.29, 5.26, -2.59], [2.18, 3.18, -3.28], [0.63, -4.55, -0.22], [-0.33, -5.94, 1.61], [-1.64, -5.25, 4.26], [-0.03, -5.82, 4.66], [-1.41, -3.46, 5.77], [0.16, -4.09, 6.25], [0.59, -1.11, 6.03], [1.73, 0.30, 4.40], [3.82, 1.39, 4.08], [5.95, 1.01, 5.21], [7.57, -0.64, 4.31], [7.01, -1.92, 2.26], [4.85, -1.54, 1.13], [0.08, 1.39, 2.73], [-0.50, 3.75, 3.12], [1.16, 5.52, 2.67], [3.38, 4.92, 1.75], [3.95, 2.55, 1.34], [-5.57, -1.70, -3.12], [-4.99, -0.31, -3.13], [-5.56, 0.69, -3.90], [-5.01, 1.96, -3.90], [-5.62, 3.07, -4.72], [-3.87, 2.23, -3.15], [-3.24, 1.23, -2.37], [-3.85, -0.03, -2.40], [-2.08, 1.42, -1.62], [-1.36, 2.73, -1.61], [-0.10, 2.65, -0.74], [-2.24, 3.81, -0.94], [-0.87, 3.16, -3.00], [-6.59, -1.70, -3.49], [-5.58, -2.12, -2.10], [-4.99, -2.38, -3.75], [-6.45, 0.48, -4.49], [-6.62, 2.81, -5.06], [-5.01, 3.28, -5.60], [-5.68, 3.99, -4.14], [-3.49, 3.23, -3.18], [-3.41, -0.83, -1.82], [-0.33, 2.49, 0.32], [0.42, 3.61, -0.80], [0.60, 1.88, -1.09], [-2.40, 3.54, 0.10], [-3.21, 3.94, -1.40], [-1.72, 4.77, -0.95], [-0.03, 2.53, -3.30], [-0.51, 4.19, -2.95], [-1.62, 3.10, -3.78], [-0.94, -3.45, -5.19], [-1.47, -4.22, -4.00], [-1.41, -3.44, -2.77], [-2.26, -3.53, -1.77], [-2.27, -2.49, -0.38], [-3.24, -4.45, -1.72], [-3.26, -5.85, -2.17], [-4.52, -6.13, -2.99], [-0.91, -4.11, -6.06], [0.06, -3.07, -5.01], [-1.60, -2.61, -5.43], [-0.88, -5.14, -3.88], [-2.51, -4.48, -4.18], [-0.53, -2.97, -2.53], [-3.91, -4.25, -0.99], [-3.24, -6.48, -1.28], [-2.37, -6.07, -2.74], [-5.41, -6.00, -2.37], [-4.51, -7.16, -3.35], [-4.59, -5.46, -3.84]]}

=====

{"formula": "C32H31N5O3", "method": "ωB97M-V with the def2-TZVPD basis set", "homo_ev": -5.60, "e_above_lowest_kcal_mol": 9.0, "max_force_ev_per_a": 2.70, "elements": ["C", "N", "C", "O", "C", "C", "C", "C", "C", "C", "C", "C", "N", "C", "C", "C", "C", "C", "C", "C", "C", "N", "C", "C", "C", "C", "C", "H", "H", "H", "H", "H", "H", "H", "H", "H", "H", "H", "H", "H", "H", "H", "H", "H", "H", "H", "H", "H", "H", "H", "H", "C", "C", "C", "N", "C", "C", "C", "C", "N", "O", "O", "C", "C", "H", "H", "H", "H", "H", "H", "H"], "positions_angstrom": [[-3.27, -4.56, -0.69], [-3.20, -3.34, 0.07], [-3.09, -3.36, 1.43], [-3.06, -4.37, 2.13], [-3.01, -1.90, 1.91], [-1.68, -1.62, 2.63], [-1.51, -2.43, 3.89], [-0.45, -3.33, 4.01], [-0.32, -4.12, 5.15], [-1.25, -4.00, 6.19], [-2.31, -3.09, 6.08], [-2.43, -2.30, 4.94], [-3.17, -1.15, 0.66], [-3.21, 0.19, 0.63], [-3.34, 0.94, -0.54], [-3.35, 2.33, -0.66], [-3.49, 3.01, -1.92], [-3.48, 4.44, -1.97], [-3.63, 5.11, -3.18], [-3.79, 4.40, -4.38], [-3.94, 5.10, -5.63], [-4.07, 5.66, -6.65], [-3.80, 3.00, -4.35], [-3.66, 2.32, -3.15], [-3.29, -2.01, -0.53], [-2.10, -1.82, -1.49], [-4.66, -1.87, -1.20], [-3.17, -5.41, -0.01], [-4.22, -4.63, -1.23], [-2.46, -4.60, -1.43], [-3.86, -1.71, 2.59], [-0.86, -1.84, 1.93], [-1.65, -0.54, 2.85], [0.26, -3.42, 3.18], [0.51, -4.83, 5.22], [-1.15, -4.62, 7.08], [-3.04, -2.99, 6.88], [-3.25, -1.58, 4.83], [-3.12, 0.69, 1.60], [-3.45, 0.37, -1.46], [-3.23, 2.94, 0.24], [-3.35, 4.99, -1.04], [-3.61, 6.20, -3.21], [-3.93, 2.45, -5.28], [-3.68, 1.23, -3.18], [-1.17, -2.03, -0.94], [-2.20, -2.51, -2.34], [-2.04, -0.80, -1.86], [-5.44, -2.12, -0.46], [-4.85, -0.86, -1.56], [-4.73, -2.56, -2.05], [-2.76, 3.67, 3.49], [-2.46, 4.85, 2.64], [-1.23, 4.86, 1.96], [-0.19, 4.81, 1.41], [-3.32, 5.97, 2.53], [-4.60, 6.02, 3.19], [-5.44, 7.11, 3.06], [-5.04, 8.20, 2.26], [-5.92, 9.31, 2.13], [-5.58, 10.29, 1.43], [-7.02, 9.27, 2.73], [-3.80, 8.20, 1.61], [-2.95, 7.11, 1.74], [-3.72, 3.70, 3.99], [-2.72, 2.75, 2.88], [-1.98, 3.54, 4.26], [-4.94, 5.19, 3.82], [-6.41, 7.14, 3.55], [-3.52, 9.06, 1.01], [-1.99, 7.14, 1.23]]}

=====

{"formula": "CH6NPS", "method": "ωB97M-V with the def2-TZVPD basis set", "homo_ev": -8.75, "smiles": "NPCS", "e_above_lowest_kcal_mol": 28.2, "max_force_ev_per_a": 3.03, "elements": ["N", "P", "C", "S", "H", "H", "H", "H", "H", "H"], "positions_angstrom": [[-0.83, -1.81, 0.21], [-0.41, -0.46, -0.78], [0.32, 0.88, 0.43], [1.23, 2.00, -0.62], [-1.82, -1.86, 0.41], [-0.07, -2.00, 0.92], [0.80, -0.97, -0.99], [-0.39, 1.49, 0.95], [0.93, 0.20, 0.95], [0.24, 2.52, -1.49]]}

=====

{"formula": "C19H21Cl4IrO5PTe2", "method": "ωB97M-V with the def2-TZVPD basis set", "homo_ev": [-7.51, -7.44], "e_above_lowest_kcal_mol": 4.1, "multiplicity": 2, "max_force_ev_per_a": 0.60, "s2": 0.763, "elements": ["Ir", "Cl", "C", "C", "Cl", "C", "Cl", "C", "O", "C", "O", "C", "Cl", "C", "C", "C", "C", "C", "C", "Te", "C", "C", "C", "H", "H", "H", "H", "H", "H", "H", "H", "H", "H", "H", "C", "C", "O", "P", "O", "Te", "O", "C", "C", "H", "H", "H", "H", "H", "H", "H", "H", "H", "H"], "positions_angstrom": [[-0.42, -0.82, -0.02], [4.28, -0.38, 4.84], [3.48, -0.45, 3.31], [4.20, -0.30, 2.13], [5.91, -0.05, 2.19], [3.55, -0.34, 0.90], [4.40, -0.12, -0.58], [2.18, -0.55, 0.84], [1.51, -0.55, -0.32], [1.45, -0.74, 2.04], [0.13, -0.99, 1.95], [2.10, -0.66, 3.26], [1.16, -0.83, 4.69], [2.03, 6.34, -0.97], [1.29, 5.12, -0.53], [0.46, 4.43, -1.40], [-0.25, 3.30, -1.01], [-1.16, 2.62, -1.99], [-0.11, 2.86, 0.31], [-1.25, 1.26, 1.07], [0.74, 3.52, 1.22], [0.94, 3.06, 2.64], [1.42, 4.64, 0.77], [1.90, 6.53, -2.03], [3.10, 6.25, -0.76], [1.67, 7.22, -0.43], [0.35, 4.78, -2.42], [-1.01, 3.01, -2.99], [-2.21, 2.76, -1.73], [-0.98, 1.54, -2.02], [0.96, 1.97, 2.73], [0.16, 3.44, 3.30], [1.90, 3.43, 3.01], [2.08, 5.15, 1.46], [-5.54, -3.99, -2.41], [-4.08, -4.06, -2.05], [-3.84, -3.13, -0.97], [-2.38, -2.62, -0.66], [-2.44, -1.49, 0.35], [-1.13, -1.61, -2.45], [-1.60, -3.82, 0.01], [-0.87, -4.84, -0.71], [0.53, -4.92, -0.14], [-5.78, -4.76, -3.14], [-5.79, -3.02, -2.82], [-6.15, -4.16, -1.52], [-3.45, -3.78, -2.90], [-3.79, -5.06, -1.72], [-0.84, -4.59, -1.77], [-1.42, -5.78, -0.58], [1.05, -3.97, -0.28], [1.09, -5.70, -0.65], [0.49, -5.14, 0.93]]}

=====

{"formula": "C36H32BN12O9PbSe2", "method": "ωB97M-V with the def2-TZVPD basis set", "homo_ev": [-1.78, -2.63], "e_above_lowest_kcal_mol": 0.0, "total_charge": -2, "multiplicity": 2, "max_force_ev_per_a": 0.63, "s2": 0.757, "elements": ["Pb", "C", "C", "N", "N", "C", "B", "N", "C", "C", "C", "N", "N", "C", "C", "C", "N", "N", "C", "C", "C", "N", "H", "H", "H", "H", "H", "H", "H", "H", "H", "H", "H", "H", "O", "C", "O", "C", "C", "C", "C", "C", "C", "O", "N", "O", "O", "N", "O", "O", "H", "H", "C", "C", "N", "C", "C", "C", "C", "C", "C", "C", "C", "C", "N", "C", "H", "H", "H", "H", "H", "H", "H", "H", "O", "C", "C", "C", "O", "C", "Se", "C", "Se", "H", "H", "H", "H", "H", "H", "H", "H", "H", "H"], "positions_angstrom": [[-0.40, 0.06, -0.04], [-3.79, 1.90, -2.32], [-3.24, 0.69, -1.88], [-3.07, 0.69, -0.57], [-3.52, 1.88, -0.13], [-3.95, 2.63, -1.17], [-3.31, 2.35, 1.32], [-3.20, 1.15, 2.29], [-4.10, 0.76, 3.21], [-3.62, -0.39, 3.81], [-2.40, -0.63, 3.17], [-2.15, 0.30, 2.26], [-2.03, 3.22, 1.36], [-1.82, 4.52, 1.65], [-0.52, 4.82, 1.33], [0.00, 3.62, 0.82], [-0.92, 2.67, 0.84], [-4.56, 3.16, 1.75], [-5.83, 2.94, 1.33], [-6.68, 3.66, 2.14], [-5.82, 4.28, 3.06], [-4.55, 3.97, 2.83], [-3.99, 2.21, -3.33], [-2.92, -0.15, -2.47], [-4.31, 3.63, -1.01], [-5.00, 1.32, 3.39], [-4.09, -0.96, 4.59], [-1.70, -1.44, 3.31], [-2.60, 5.11, 2.09], [-0.01, 5.76, 1.44], [0.99, 3.39, 0.45], [-6.03, 2.28, 0.50], [-7.75, 3.72, 2.08], [-6.06, 4.95, 3.87], [-1.00, 1.60, -4.10], [-0.25, 1.03, -3.31], [-0.06, 1.33, -2.08], [0.62, -0.10, -3.85], [1.00, -0.03, -5.16], [1.88, -0.97, -5.72], [2.39, -2.00, -4.95], [2.02, -2.08, -3.63], [1.05, -1.20, -3.01], [0.61, -1.40, -1.85], [2.64, -3.14, -2.85], [2.83, -2.96, -1.66], [2.92, -4.19, -3.42], [2.29, -0.86, -7.09], [1.85, 0.07, -7.76], [3.10, -1.67, -7.54], [0.62, 0.78, -5.76], [3.08, -2.72, -5.37], [1.35, 0.75, 4.73], [0.72, 1.11, 3.53], [1.29, 0.98, 2.36], [2.54, 0.49, 2.30], [3.26, 0.11, 3.44], [2.63, 0.25, 4.68], [4.58, -0.43, 3.29], [5.15, -0.57, 2.08], [4.44, -0.18, 0.89], [5.00, -0.29, -0.40], [4.27, 0.11, -1.48], [2.97, 0.59, -1.28], [2.41, 0.68, -0.09], [3.14, 0.33, 0.99], [0.83, 0.87, 5.67], [-0.29, 1.50, 3.53], [3.15, -0.05, 5.58], [5.11, -0.74, 4.19], [6.14, -0.98, 1.97], [6.00, -0.70, -0.51], [4.66, 0.03, -2.49], [2.34, 0.89, -2.11], [0.14, -7.02, -0.71], [1.02, -6.03, -0.20], [0.31, -4.91, 0.58], [-0.50, -5.54, 1.72], [-1.72, -6.15, 1.28], [-0.55, -4.11, -0.38], [-1.80, -2.87, 0.49], [1.39, -4.01, 1.19], [0.70, -2.40, 2.07], [-0.67, -6.98, -0.17], [1.56, -5.60, -1.06], [1.77, -6.50, 0.45], [-0.72, -4.78, 2.47], [0.09, -6.33, 2.20], [-2.29, -5.40, 1.04], [-1.15, -4.78, -1.00], [0.09, -3.52, -1.04], [2.09, -3.70, 0.41], [1.95, -4.57, 1.95]]}

=====

Per-record E_tot, eV: -57247.023; -126343.754; -47274.328; -22747.556; -107087.016; -210779.053